(1)
68
Properties=species:S:1:pos:R:3 method="wB97M-V/def2-TZVPD" lumo_energy_ev="-0.3 / -0.3" s2=0.758 e_above_lowest_kcal_mol=17.5 spin_multiplicity=2 homo_energy_ha="-0.25836 / -0.24183"
Ni 0.400 -0.597 1.269
I 1.239 1.425 2.610
C 1.902 2.575 0.941
C 3.177 3.060 1.114
C 3.708 3.992 0.220
C 2.926 4.460 -0.798
C 1.626 3.958 -1.012
C 0.854 4.495 -2.060
C -0.390 4.003 -2.342
C -0.862 2.901 -1.633
C -0.151 2.332 -0.584
P -0.872 0.773 0.021
C -1.200 -0.226 -1.468
C -2.093 -1.293 -1.355
C -2.266 -2.171 -2.412
C -1.535 -2.007 -3.581
C -0.624 -0.968 -3.686
C -0.455 -0.078 -2.636
C -2.528 1.277 0.612
C -2.668 1.693 1.933
C -3.876 2.203 2.385
C -4.958 2.296 1.523
C -4.833 1.864 0.211
C -3.626 1.360 -0.246
C 1.090 2.914 -0.175
H 3.756 2.728 1.964
H 4.713 4.366 0.359
H 3.297 5.225 -1.469
H 1.275 5.306 -2.641
H -0.980 4.443 -3.136
H -1.801 2.451 -1.926
H -2.636 -1.437 -0.428
H -2.957 -2.998 -2.318
H -1.666 -2.698 -4.403
H -0.027 -0.857 -4.583
H 0.267 0.724 -2.716
H -1.833 1.598 2.614
H -3.971 2.523 3.415
H -5.899 2.700 1.875
H -5.680 1.921 -0.462
H -3.542 1.019 -1.270
O -0.836 -1.041 2.837
N -0.512 -2.140 3.471
C 0.336 -2.099 4.518
C 0.700 -3.247 5.178
C 0.190 -4.472 4.768
C -0.689 -4.488 3.695
C -1.023 -3.314 3.062
H 0.700 -1.119 4.779
H 1.392 -3.180 6.006
H 0.473 -5.385 5.270
H -1.105 -5.416 3.333
H -1.666 -3.250 2.199
O 2.392 -3.999 -2.471
C 2.545 -2.717 -2.140
C 3.295 -1.876 -2.968
C 3.472 -0.547 -2.637
C 2.914 -0.017 -1.475
C 2.164 -0.853 -0.671
C 1.958 -2.190 -0.982
C 1.101 -3.066 -0.109
O 1.011 -4.278 -0.388
O 0.500 -2.516 0.868
H 1.817 -4.388 -1.755
H 3.727 -2.298 -3.867
H 4.055 0.094 -3.287
H 3.071 1.023 -1.220
H 1.718 -0.475 0.263

=====

(2)
74
Properties=species:S:1:pos:R:3 method="wB97M-V/def2-TZVPD" lumo_energy_ev=1.9 e_above_lowest_kcal_mol=0.0 total_charge=-1 homo_energy_ha=-0.19679
Li 1.768 -0.876 0.394
O 5.269 1.432 0.802
C 4.357 0.751 0.349
N 3.697 -0.287 0.888
C 4.260 -1.076 1.827
O 5.446 -1.300 2.041
C 3.236 -1.851 2.659
C 3.682 -2.783 3.587
C 2.747 -3.484 4.327
C 1.398 -3.230 4.121
C 1.044 -2.283 3.177
N 1.938 -1.600 2.460
C 3.769 1.169 -1.004
C 4.318 2.261 -1.669
C 3.778 2.642 -2.884
C 2.715 1.915 -3.403
C 2.234 0.844 -2.669
N 2.734 0.480 -1.488
H 4.747 -2.929 3.691
H 3.063 -4.227 5.049
H 0.632 -3.766 4.666
H 0.001 -2.062 2.970
H 5.153 2.769 -1.209
H 4.179 3.492 -3.423
H 2.266 2.170 -4.355
H 1.407 0.248 -3.042
C -3.404 2.669 -3.325
C -2.884 1.454 -2.600
C -3.766 0.527 -2.043
C -3.297 -0.557 -1.321
C -1.926 -0.735 -1.155
C -1.035 0.154 -1.731
C -1.519 1.245 -2.443
S -1.404 -2.101 -0.143
O -2.013 -3.297 -0.693
O -1.866 -1.769 1.203
N 0.154 -2.017 -0.294
C 0.981 -3.119 -0.130
C 0.584 -4.389 0.346
C 1.539 -5.369 0.482
C 2.872 -5.099 0.169
C 3.172 -3.824 -0.261
N 2.266 -2.857 -0.418
H -4.291 2.430 -3.912
H -2.650 3.082 -3.995
H -3.683 3.453 -2.615
H -4.834 0.667 -2.169
H -3.982 -1.273 -0.882
H 0.024 -0.002 -1.598
H -0.815 1.950 -2.875
H -0.449 -4.575 0.602
H 1.252 -6.348 0.849
H 3.648 -5.844 0.275
H 4.196 -3.542 -0.487
N -7.993 3.502 0.841
C -6.866 3.278 0.815
C -5.449 3.005 0.782
C -4.554 4.017 0.448
C -3.196 3.764 0.417
C -2.714 2.494 0.719
C -3.611 1.477 1.050
C -4.966 1.735 1.085
N -1.335 2.222 0.668
C -0.320 3.012 0.142
C 0.815 2.278 0.258
N 0.536 1.053 0.843
C -0.740 1.066 1.087
H -4.927 5.005 0.213
H -2.514 4.564 0.163
H -3.255 0.474 1.247
H -5.658 0.941 1.330
H -0.492 3.980 -0.292
H 1.813 2.554 -0.041
H -1.279 0.243 1.526